Molecular formula: C60H36I4InN6OS
Method: DFT, ωB97M-V/def2-TZVPD

Summary:
Frontier orbital gap (spin up / spin down), eV: 4.793 / 5.161
Highest occupied orbital energy (spin up / spin down), Eh: -0.150 / -0.150
E_LUMO (spin up / spin down), eV: 0.70 / 1.07
Molar mass, g/mol: 1511.5
Net charge: -1

Geometry as XYZ:
```
109
Properties=species:S:1:pos:R:3:forces:R:3:nbo_charge:R:1
N -1.2042 1.5392 1.0711 0.919 -0.310 0.688 -0.491
H -1.5659 3.6496 -1.4661 0.065 -0.063 0.026 0.219
H 1.4711 -2.8139 -4.5456 -0.167 0.049 -0.022 0.242
C 5.6626 2.6999 1.4711 -0.016 -0.030 -0.138 -0.197
C 0.4605 2.0271 2.1837 -0.233 0.536 0.343 0.120
C -4.4515 0.3033 -0.1018 0.109 0.182 0.123 -0.227
C -3.0658 0.5420 0.0365 -0.150 -0.607 -0.271 -0.073
C -1.9109 -4.4654 1.0240 -0.201 -0.320 -0.006 0.037
C -1.8813 1.0192 -4.1914 -0.279 0.300 0.031 -0.238
C -4.0040 -1.3240 -1.7949 -0.112 -0.118 -0.071 -0.232
C -2.7298 3.1385 5.1868 0.515 -0.291 0.304 -0.252
N 1.3283 1.3117 1.3091 0.550 -0.360 -0.388 -0.521
C -2.5634 1.3788 1.0420 -0.937 0.220 -0.512 0.238
C 3.0778 -3.8084 -5.5479 -0.032 -0.069 -0.151 -0.257
C 2.5468 -2.1592 -2.2165 0.764 1.173 0.133 -0.052
C 2.5248 1.8417 1.4324 -0.762 -0.308 -0.259 0.242
H -1.8997 0.2449 -4.9425 -0.013 -0.062 0.015 0.228
C 5.1423 -3.9513 -4.3133 0.164 -0.050 -0.096 -0.279
C -2.1244 -0.1680 -0.7765 0.790 0.135 -0.026 -0.391
H -2.4718 3.3776 6.2071 0.014 0.051 0.086 0.215
C 4.5222 0.7375 -1.5951 0.197 -0.378 -0.572 -0.267
H -1.2044 -5.0351 2.9669 0.038 0.061 0.044 0.225
H -0.3976 -5.4514 -0.9094 -0.022 -0.196 -0.015 0.218
C 1.1292 -4.2097 -1.8592 -0.075 -0.040 -0.043 -0.298
C -2.7384 -6.3494 2.2939 -0.020 -0.115 0.099 -0.261
C 5.4231 4.8860 -0.2204 0.071 0.171 -0.106 -0.259
H -4.3733 -2.0592 -2.4994 0.003 -0.053 -0.069 0.193
H -5.1506 0.8739 0.4959 -0.110 0.010 0.113 0.189
C 2.4954 -3.1472 -4.4836 0.099 0.089 0.048 -0.176
C -1.1752 4.0002 1.7410 -0.051 0.337 -0.083 -0.202
C 3.5600 1.7005 0.4912 0.254 -0.348 -0.370 -0.177
H 7.3833 3.6963 2.2691 0.064 -0.010 0.015 0.221
H -0.4872 4.8398 1.7761 -0.037 0.144 0.018 0.214
C -0.4899 2.7985 1.1958 0.271 0.653 -0.322 -0.087
H -1.9492 -1.6311 -2.3096 0.013 -0.037 -0.061 0.212
C -1.0120 -3.3093 0.8492 0.592 0.141 -0.489 0.150
C -1.9253 1.8004 3.2535 -0.267 0.043 0.285 0.133
H -3.5318 3.6998 -2.9883 -0.058 0.106 0.031 0.216
H -2.7144 -6.9460 3.1943 0.008 -0.069 -0.001 0.222
C -1.7984 2.3501 4.4832 0.151 -0.179 0.156 -0.230
C 2.5584 2.7749 2.5567 -0.244 0.204 0.581 -0.245
C -0.1872 -3.3235 -0.2751 -0.532 -0.605 0.289 0.040
C -2.4287 4.2486 2.1111 -0.049 0.523 -0.159 -0.168
H 0.0261 3.0631 0.2689 -0.037 0.052 0.104 0.270
C -1.0215 -2.2799 1.8003 -0.304 -0.068 0.559 0.017
C -2.6394 -1.0797 -1.6783 -0.089 -0.166 -0.031 -0.216
H 3.7070 3.8863 -1.0027 -0.139 -0.015 -0.065 0.224
C -3.5832 -6.6746 1.2498 -0.283 -0.421 0.029 -0.130
C -1.5439 -1.0118 3.5747 0.127 0.143 0.048 -0.266
H -2.6559 5.2649 2.4190 0.125 0.089 -0.046 0.205
H 3.4426 3.2859 2.8969 0.013 0.138 0.043 0.225
H -1.9320 -0.6366 4.5040 -0.070 0.058 0.116 0.210
I -5.1805 4.5815 6.1908 0.255 -0.322 -0.294 0.059
C 1.4581 -2.8326 -1.6190 -0.655 -0.414 0.635 0.193
C -2.8494 1.9862 -4.1218 0.052 -0.044 0.077 -0.185
C 4.6205 2.7361 0.5496 0.041 0.071 -0.128 -0.034
C -3.6180 3.3397 2.2387 0.391 -0.897 -0.320 -0.299
C 6.4541 4.8167 0.6973 0.350 0.412 0.072 -0.140
C -3.1352 1.8347 2.3407 -0.491 0.759 -0.126 -0.349
H -4.2775 -6.1750 -0.7169 -0.018 0.009 -0.016 0.224
I -4.7961 -8.4082 1.3937 0.218 0.388 -0.014 0.100
N -0.7399 1.9988 -2.3527 -0.462 0.005 -0.666 0.009
C 6.5819 3.7336 1.5459 0.139 0.060 0.127 -0.256
C -2.7865 -4.8113 -0.0094 0.096 0.126 0.116 -0.204
O 0.2760 2.0552 -1.5484 0.650 -0.325 0.851 -0.611
H -3.6655 2.0049 -4.8275 -0.095 -0.036 -0.074 0.210
N 0.6560 -2.3293 -0.6678 0.577 0.606 -0.282 -0.555
C -1.9020 -5.2543 2.1721 0.110 0.079 -0.094 -0.202
C 1.3179 2.8494 3.0582 0.224 -0.091 -0.062 -0.178
C -3.9307 3.6344 4.7028 -1.165 0.706 -0.088 -0.140
H 5.7627 1.8529 2.1350 -0.042 -0.089 0.040 0.222
H -5.9702 -0.8139 -1.0998 -0.074 0.010 -0.010 0.198
H -4.2451 3.4354 1.3431 0.061 -0.040 0.121 0.236
H -5.4517 3.9774 3.2747 -0.025 0.202 0.054 0.215
H 1.6371 -4.8812 -2.5272 0.064 -0.024 -0.091 0.223
C -2.7750 2.9427 -3.1074 0.076 0.041 0.003 -0.287
H 5.1209 -3.1014 -2.3581 0.001 0.053 0.109 0.215
H 5.3127 5.7480 -0.8629 0.037 0.009 -0.048 0.221
H 5.3494 1.4198 -1.6765 0.101 0.043 -0.088 0.220
C 4.2237 -0.3235 -2.3663 0.421 0.616 0.024 -0.159
H -3.9734 1.2199 2.6841 0.107 0.000 0.070 0.243
C -1.7037 2.9219 -2.2531 -0.559 0.481 -0.014 0.028
H 2.5088 -4.0058 -6.4444 -0.022 -0.012 -0.046 0.223
C -0.8266 0.9877 -3.2677 0.195 -0.104 -0.307 0.038
In 0.2297 -0.0865 -0.3664 -0.420 0.263 -0.415 1.598
S 0.3374 -0.2230 -3.2235 0.423 -0.364 -0.197 -0.242
C 0.0918 -4.5055 -1.0371 -0.077 -0.020 0.008 -0.206
H -0.8505 2.1906 4.9894 0.006 0.010 0.000 0.210
C -0.8159 -0.2762 2.6120 -0.220 -0.544 0.487 0.122
N -0.4758 -1.0456 1.5846 0.340 0.312 -0.058 -0.523
H -2.2004 -3.0989 3.5086 -0.160 -0.088 0.049 0.212
C -4.4187 3.7027 3.4294 -0.208 -0.104 0.543 -0.172
C 4.5471 -3.2873 -3.2542 -0.179 0.045 0.029 -0.140
C 3.2204 -2.8650 -3.3279 0.064 -0.070 -0.161 -0.056
H 4.7318 -0.6723 -3.2455 0.137 -0.019 -0.069 0.215
C -0.8092 1.1938 2.4753 0.559 -0.504 -0.303 0.099
C -4.9092 -0.6251 -1.0039 -0.175 -0.084 -0.100 -0.244
C 3.0360 -0.9325 -1.7983 -0.204 -1.217 -0.362 0.188
H 6.1750 -4.2656 -4.2531 0.007 -0.020 0.023 0.220
H -2.8084 -4.2182 -0.9127 0.016 0.129 0.009 0.239
C 4.3996 -4.2011 -5.4507 0.266 -0.294 -0.466 -0.127
C 3.4972 0.8080 -0.5701 -0.100 0.135 0.655 0.244
I 7.8564 6.4055 0.8141 -0.300 -0.336 -0.016 0.096
N 2.5937 -0.1850 -0.7492 -0.769 0.201 0.492 -0.609
I 5.3077 -5.2065 -7.0873 -0.194 0.213 0.360 0.089
C -3.6171 -5.9116 0.0971 -0.120 -0.134 -0.030 -0.245
H 0.9489 3.4514 3.8683 0.044 0.158 0.143 0.222
C 4.5178 3.8433 -0.2913 0.093 -0.071 0.051 -0.140
C -1.6864 -2.2740 3.0558 -0.017 -0.195 -0.162 -0.261
```
Forces are in eV/Å.